[1]
DFT (ωB97M-V/def2-TZVPD) results for 2 unconnected molecules or ions with the total composition C10H18N3.

lowest unoccupied orbital energy = -2.97 eV
net charge = +1

Last column: Mulliken charge in e.
Atoms and positions in Å:
C: 1.067 3.174 2.215  -1.4273
C: 2.786 -0.117 0.248  -0.4354
C: 2.763 1.167 -0.363  -0.4591
C: 1.894 -0.332 1.294  -0.5195
C: 1.936 2.168 0.119  -0.3250
C: 1.249 0.706 1.904  -0.5070
C: 1.350 2.037 1.383  0.8481
H: 3.485 -0.864 -0.087  0.4363
H: 3.418 1.315 -1.386  0.2263
H: 1.963 -1.280 1.854  0.4813
H: 1.761 3.157 -0.367  0.3357
H: 0.799 0.599 2.887  0.3853
H: 1.916 3.594 2.825  0.2761
H: 0.343 2.956 3.026  0.3342
H: 0.733 4.145 1.809  0.3728
C: -0.251 -1.501 -1.094  -0.4839
C: -0.250 -0.023 -1.552  -0.6806
C: -2.689 -1.733 -0.926  0.5716
N: -1.499 -2.128 -1.491  -0.0873
N: -2.837 -0.593 -0.041  -0.1888
N: -3.845 -2.363 -1.159  -0.3864
H: 0.514 -2.005 -1.689  0.3730
H: -0.184 -1.691 0.074  0.2755
H: -0.565 0.112 -2.634  0.3393
H: 0.856 0.340 -1.554  0.0314
H: -1.607 -2.992 -2.041  0.2679
H: -2.113 0.076 -0.064  0.0608
H: -3.612 -0.332 0.354  0.1624
H: -3.915 -3.359 -1.346  0.2281
H: -4.735 -1.963 -1.297  0.2351
H: -0.919 0.506 -0.905  0.2589

[2]
DFT (ωB97M-V/def2-TZVPD) results for 4 unconnected molecules or ions with the total composition C2H13NO4.

lowest unoccupied orbital energy = 0.51 eV
SMILES string = NCCO.O.O.O

Last column: Mulliken charge in e.
Atoms and positions in Å:
C: -2.096 -0.045 -1.086  -0.4632
O: -2.232 -1.289 -0.458  -0.4886
C: -0.732 0.543 -1.034  -0.4890
N: -0.454 1.493 0.069  -0.5614
H: -2.845 0.709 -0.718  0.2638
H: -2.217 -0.240 -2.143  0.3141
H: -1.901 -1.195 0.468  0.3054
H: -0.957 1.181 -1.923  0.3438
H: 0.060 -0.143 -1.332  0.3032
H: 0.291 2.128 -0.149  0.2664
H: -1.184 2.208 0.135  0.2211
H: 3.074 -2.595 1.148  0.2965
H: 1.794 -1.688 1.099  0.3591
O: 2.626 -1.931 0.611  -0.6528
H: 0.247 -0.335 2.698  0.2639
H: -0.532 0.120 1.647  0.3428
O: -0.072 -0.785 1.998  -0.6327
H: 1.931 0.803 -0.973  0.2969
H: 2.534 0.200 0.317  0.3354
O: 2.665 0.860 -0.375  -0.6245

[3]
DFT (ωB97M-V/def2-TZVPD) results for a molecular structure, C28H29N7O2PSV.

spin multiplicity = 2
lowest unoccupied orbital energy (alpha / beta) = -10.25 / -9.86 eV
net charge = +3
⟨S²⟩ = 0.767

Last column: Löwdin spin population.
Atoms and positions in Å:
V: -0.045 0.387 0.767  1.0990
S: -6.434 4.209 0.822  -0.0004
N: -5.485 3.833 -0.416  0.0002
C: -4.506 3.083 0.068  -0.0003
C: -3.411 2.528 -0.696  0.0004
C: -3.252 2.722 -2.074  -0.0001
C: -2.163 2.171 -2.716  0.0001
C: -1.236 1.456 -1.971  0.0001
N: -1.379 1.245 -0.659  0.0013
C: -2.470 1.753 -0.019  0.0018
C: -2.587 1.512 1.417  0.0068
N: -1.609 0.773 2.013  -0.0009
C: -1.649 0.563 3.332  0.0081
C: -2.671 1.067 4.127  -0.0006
C: -3.661 1.829 3.543  0.0099
C: -3.621 2.071 2.162  -0.0006
C: -4.606 2.865 1.459  0.0000
N: -5.659 3.452 2.007  -0.0007
H: -3.986 3.309 -2.613  0.0000
H: -2.016 2.296 -3.779  0.0000
H: -0.351 1.039 -2.438  0.0000
H: -0.836 -0.010 3.758  0.0006
H: -2.668 0.868 5.189  -0.0002
H: -4.466 2.252 4.131  0.0004
C: -0.693 -4.748 -0.700  -0.0003
N: 0.676 -4.363 -0.344  0.0019
C: 0.985 -4.859 1.000  -0.0001
N: 0.031 -4.386 2.004  0.0047
C: -1.325 -4.772 1.606  0.0003
N: -1.678 -4.275 0.274  -0.0024
C: -1.865 -2.842 0.236  -0.0019
P: -0.242 -2.042 0.693  -0.0122
C: 0.902 -2.941 -0.477  0.0013
C: 0.150 -2.970 2.262  0.0034
H: -0.743 -5.835 -0.736  -0.0001
H: -0.939 -4.360 -1.690  0.0000
H: 1.995 -4.557 1.282  0.0000
H: 0.947 -5.947 0.978  0.0000
H: -2.043 -4.402 2.339  0.0001
H: -1.381 -5.859 1.590  0.0000
H: -2.632 -2.536 0.950  0.0000
H: -2.168 -2.521 -0.762  -0.0001
H: 1.936 -2.698 -0.220  0.0000
H: 0.710 -2.624 -1.504  0.0001
H: -0.549 -2.669 3.045  0.0000
H: 1.162 -2.715 2.582  0.0001
C: 3.051 2.661 -4.377  -0.0001
C: 3.181 2.157 -2.977  -0.0002
C: 2.603 2.860 -1.908  0.0008
C: 2.752 2.458 -0.600  0.0005
C: 2.349 3.367 0.529  0.0000
C: 3.488 1.256 -0.387  -0.0002
C: 4.128 0.529 -1.439  0.0001
C: 4.964 -0.697 -1.217  0.0000
C: 3.937 1.012 -2.717  0.0003
C: 3.734 0.748 0.884  -0.0001
O: 4.078 0.256 1.835  -0.0005
O: 1.280 0.561 1.559  -0.1197
H: 2.344 3.483 -4.453  0.0000
H: 2.751 1.861 -5.054  0.0000
H: 4.023 3.019 -4.726  0.0000
H: 2.089 3.792 -2.113  0.0000
H: 1.396 3.856 0.326  0.0000
H: 3.094 4.163 0.609  -0.0001
H: 2.300 2.876 1.500  -0.0001
H: 5.258 -0.858 -0.182  0.0000
H: 5.878 -0.619 -1.805  0.0000
H: 4.437 -1.585 -1.571  0.0000
H: 4.414 0.494 -3.541  0.0000

[4]
DFT (ωB97M-V/def2-TZVPD) results for 2 unconnected molecules or ions with the total composition C3H7N3.

lowest unoccupied orbital energy (alpha / beta) = -9.81 / -10.98 eV
net charge = +2

Last column: Mulliken charge in e.
Atoms and positions in Å:
C: -0.145 -0.324 1.039  0.0562
C: 1.112 -2.223 0.194  0.1959
C: -1.160 1.976 -0.548  -0.1360
N: 0.447 -1.093 0.389  -0.1146
N: -2.315 2.477 -0.340  -0.1709
N: 2.297 -2.147 -0.394  -0.2798
H: -0.581 0.564 1.521  0.4545
H: 0.619 -3.126 0.470  0.4052
H: -0.402 2.386 -1.113  0.3119
H: -2.845 2.140 0.494  0.3227
H: -2.600 3.410 -0.775  0.3258
H: 3.001 -2.918 -0.398  0.3219
H: 2.572 -1.122 -0.540  0.3075

[5]
DFT (ωB97M-V/def2-TZVPD) results for a molecular structure, C12H7Cl5KNO.

lowest unoccupied orbital energy = -0.69 eV

Last column: Mulliken charge in e.
Atoms and positions in Å:
K: -5.601 -13.349 2.618  0.9485
Cl: -5.107 -6.819 6.446  -0.2015
C: -5.652 -8.224 5.645  0.1877
C: -5.014 -8.644 4.487  0.2150
Cl: -3.634 -7.774 3.983  -0.2091
C: -5.424 -9.762 3.766  0.2394
Cl: -4.586 -10.415 2.423  -0.2539
C: -6.585 -10.431 4.166  -0.2714
O: -7.127 -11.455 3.625  -0.7419
C: -7.162 -10.010 5.421  0.3305
Cl: -8.566 -10.897 6.019  -0.1997
C: -6.725 -8.960 6.129  0.0626
Cl: -7.495 -8.405 7.551  -0.1850
N: -7.492 -12.382 0.909  -0.3783
C: -8.347 -13.488 0.997  0.5487
C: -8.396 -14.448 -0.021  -0.6968
C: -9.204 -15.583 0.169  -0.4438
C: -9.828 -15.791 1.380  -0.4112
C: -9.741 -14.864 2.396  -0.4937
C: -9.030 -13.695 2.232  -0.3076
H: -7.313 -12.032 -0.016  0.1944
H: -7.587 -11.728 1.646  0.1962
H: -7.947 -14.237 -0.972  0.3521
H: -9.298 -16.333 -0.612  0.3613
H: -10.471 -16.691 1.567  0.2929
H: -10.330 -15.031 3.301  0.3625
H: -9.000 -12.900 2.951  0.5019

[6]
DFT (ωB97M-V/def2-TZVPD) results for 2 unconnected molecules or ions with the total composition C13H15N3.

lowest unoccupied orbital energy = 0.78 eV
SMILES string = Cc1c[nH]c2ccccc12.Cc1c[nH]cn1

Last column: Mulliken charge in e.
Atoms and positions in Å:
C: -2.505 -0.034 0.718  -0.7042
C: -1.673 -1.793 2.321  -0.6035
C: -1.616 -1.146 1.134  0.5395
C: -0.248 -2.791 0.967  -0.3125
N: -0.804 -2.855 2.235  -0.0710
N: -0.646 -1.712 0.346  -0.2928
H: -2.319 -1.753 3.182  0.3939
H: -0.655 -3.483 3.006  0.1807
H: -3.336 0.099 1.425  0.3820
H: -3.063 -0.220 -0.198  0.2935
H: 0.537 -3.498 0.764  0.3915
H: -1.926 0.879 0.734  -0.2375
C: -1.022 3.168 -0.091  -1.3024
C: 0.418 1.184 -0.908  1.4504
C: 0.160 2.271 0.058  0.1061
C: 1.592 0.542 -0.474  -0.3685
C: 1.003 2.000 1.091  -0.5635
C: 0.553 0.011 -3.031  -0.8650
C: 1.717 -0.570 -2.562  -0.3726
C: -0.122 0.863 -2.125  -0.1450
C: 2.247 -0.371 -1.266  -1.0036
N: 1.929 1.007 0.785  -0.0802
H: 0.134 -0.033 -4.021  0.4145
H: 2.394 -1.041 -3.271  0.3407
H: -1.109 1.244 -2.377  0.3042
H: 3.154 -0.936 -1.108  0.4279
H: -0.807 4.098 0.475  0.4230
H: -1.840 2.890 0.571  0.2997
H: 1.165 2.548 2.011  0.4336
H: 2.379 0.436 1.471  0.2440
H: -1.269 3.303 -1.135  0.2970

[7]
DFT (ωB97M-V/def2-TZVPD) results for a molecular structure, C3H10N4S.

lowest unoccupied orbital energy = 0.40 eV

Last column: Mulliken charge in e.
Atoms and positions in Å:
C: -1.706 -1.700 1.286  -0.6153
C: -0.681 -0.601 1.232  -0.4583
C: 0.564 0.701 -0.539  0.4077
H: -2.966 -1.310 1.413  0.2395
H: -1.364 -2.409 0.168  0.2125
H: -1.229 -2.248 2.486  0.2197
H: 0.315 -0.749 1.626  0.3784
H: -1.159 0.263 1.780  0.1942
H: -0.535 -0.954 -0.774  0.3840
H: -0.249 2.091 0.564  0.2975
H: 0.778 3.942 -0.966  0.1212
H: 1.489 -0.269 -3.316  0.3072
H: 2.394 -1.374 -1.683  0.2825
N: -0.623 -0.087 -0.227  -0.3678
N: 0.639 1.740 0.316  -0.2881
N: 1.416 0.600 -1.456  -0.5006
N: 1.281 -0.726 -2.129  -0.6425
S: 1.634 3.090 0.219  -0.1718

What did the sixth record say?
DFT (ωB97M-V/def2-TZVPD) results for 2 unconnected molecules or ions with the total composition C13H15N3.

lowest unoccupied orbital energy = 0.78 eV
SMILES string = Cc1c[nH]c2ccccc12.Cc1c[nH]cn1

Last column: Mulliken charge in e.
Atoms and positions in Å:
C: -2.505 -0.034 0.718  -0.7042
C: -1.673 -1.793 2.321  -0.6035
C: -1.616 -1.146 1.134  0.5395
C: -0.248 -2.791 0.967  -0.3125
N: -0.804 -2.855 2.235  -0.0710
N: -0.646 -1.712 0.346  -0.2928
H: -2.319 -1.753 3.182  0.3939
H: -0.655 -3.483 3.006  0.1807
H: -3.336 0.099 1.425  0.3820
H: -3.063 -0.220 -0.198  0.2935
H: 0.537 -3.498 0.764  0.3915
H: -1.926 0.879 0.734  -0.2375
C: -1.022 3.168 -0.091  -1.3024
C: 0.418 1.184 -0.908  1.4504
C: 0.160 2.271 0.058  0.1061
C: 1.592 0.542 -0.474  -0.3685
C: 1.003 2.000 1.091  -0.5635
C: 0.553 0.011 -3.031  -0.8650
C: 1.717 -0.570 -2.562  -0.3726
C: -0.122 0.863 -2.125  -0.1450
C: 2.247 -0.371 -1.266  -1.0036
N: 1.929 1.007 0.785  -0.0802
H: 0.134 -0.033 -4.021  0.4145
H: 2.394 -1.041 -3.271  0.3407
H: -1.109 1.244 -2.377  0.3042
H: 3.154 -0.936 -1.108  0.4279
H: -0.807 4.098 0.475  0.4230
H: -1.840 2.890 0.571  0.2997
H: 1.165 2.548 2.011  0.4336
H: 2.379 0.436 1.471  0.2440
H: -1.269 3.303 -1.135  0.2970